Record 1
Here is a molecular structure, C28H49BrNOP3Sn in a non-equilibrium geometry from the Open Molecules 2025 dataset. Energies are from wB97M-V/def2-TZVPD.

The geometry in XYZ format:
```
84
C28H49BrNOP3Sn (wB97M-V/def2-TZVPD)
H -0.511 -1.697 -3.815
H 0.001 3.510 1.353
H -0.579 -3.656 -3.079
Br -2.364 3.460 -0.532
H 0.616 -3.417 2.419
H -1.252 2.491 -1.715
C 0.293 -4.285 -2.859
C -4.365 -5.321 2.446
P -0.498 0.296 -2.516
C -3.376 0.649 0.392
H 2.865 -0.806 -0.097
C -4.063 -4.022 2.906
C -2.911 -1.783 0.155
C -5.512 -4.515 4.814
H -0.860 -0.903 -6.119
C -2.716 -0.537 0.888
H 1.774 -2.784 -3.436
H 0.329 3.350 3.120
H 2.244 -2.814 2.032
H -4.533 -2.627 4.545
H 0.096 -3.969 0.166
C -3.987 -0.518 -1.661
H 1.812 -4.411 0.189
C 1.211 -2.879 1.671
H 5.134 -2.010 -0.646
C -3.830 0.594 -0.872
O 0.125 0.513 0.763
H -0.779 0.119 3.461
H 0.486 -4.909 -3.738
H 3.269 -1.112 -1.787
H 4.199 -2.667 0.687
H 2.804 2.303 2.495
C -4.685 -3.620 4.125
C 3.038 -1.611 -0.831
C -2.690 -3.047 0.908
P 1.471 -2.455 -1.095
H -2.960 3.105 -3.508
C 1.188 0.917 -3.028
C -1.002 -0.725 -3.971
C 1.548 -3.453 -2.590
C 2.418 1.572 1.769
H -2.609 1.364 -2.063
H 0.814 -1.849 1.672
C -0.641 -0.156 -5.349
H 0.621 0.805 4.335
C -1.666 1.727 -2.512
H -1.205 0.741 -5.623
H 0.419 0.094 -5.463
H -2.371 -0.614 1.924
N -5.736 -5.751 4.375
H 1.653 0.144 -3.666
H 0.415 2.955 -3.382
H 2.970 0.631 1.894
H -2.397 -3.955 0.366
H 1.195 2.233 -4.803
H -2.569 1.732 -4.514
C -3.393 -1.725 -1.191
C 1.230 2.297 -3.704
H -5.419 -7.157 2.906
H -3.219 -2.125 2.736
H -3.378 -2.678 -1.736
Sn -0.708 -1.258 -0.378
C -5.191 -6.142 3.229
H -4.484 -0.491 -2.633
H -2.077 -0.942 -3.871
H 0.039 -4.955 -2.031
C -3.222 -3.061 2.175
H 2.158 2.827 -3.459
C -0.117 2.871 2.235
H -3.442 1.522 1.043
H 0.840 -0.681 3.371
H -1.184 2.716 2.428
H -1.337 3.012 -4.238
P 0.659 1.281 1.982
C -2.140 2.426 -3.781
H 2.430 -4.094 -2.443
H 1.792 0.930 -2.107
H -5.992 -4.230 5.752
C 0.310 0.280 3.426
C 1.116 -3.572 0.310
H -3.978 -5.717 1.510
H 2.572 1.972 0.757
C 4.195 -2.510 -0.396
H 4.202 -3.485 -0.893
```

HOMO energy (spin up / spin down) (eV): -11.7 / -11.7
Total charge: +2
Calculated total energy (Ha): -5037.947188
Orbital gap (spin up / spin down) (eV): 3.592 / 4.921
LUMO energy (spin up / spin down) (eV): -8.12 / -6.76
Relative energy (zero: lowest compared OMol25 entry of this formula, charge and spin) (kcal per mole): 134.5

Record 2
Here is a molecular structure, C25H52FN8O3OsP2Se2 in a non-equilibrium geometry from the Open Molecules 2025 dataset. Energies are from wB97M-V/def2-TZVPD.

The geometry in XYZ format:
```
94
C25H52FN8O3OsP2Se2 (wB97M-V/def2-TZVPD)
H 4.366 0.111 2.585
H -2.117 3.477 -2.542
C 0.260 -3.843 4.147
N 1.416 -4.781 -4.001
H -4.336 4.073 -1.345
Se -2.838 2.289 -0.510
H 2.149 -5.897 -1.179
H -3.084 4.775 -0.263
H -0.659 2.370 0.677
C 3.891 0.563 3.461
C 4.285 -3.111 1.488
H -0.623 4.927 0.699
H -0.431 -3.614 0.837
H 4.005 -3.719 4.239
H 2.457 1.669 1.110
H 1.532 1.804 -3.416
H -0.574 -5.327 -3.489
H -3.404 4.676 4.793
C -0.290 -4.183 1.755
C 1.718 0.895 -2.849
H 2.185 0.157 -3.498
N 1.193 -2.640 -2.975
N 3.114 -3.486 2.314
H 3.514 -4.545 -4.263
H 0.309 -2.739 -1.084
H 0.875 -3.259 4.831
F -2.404 6.977 4.246
H -0.988 6.950 2.103
N 0.638 0.318 4.799
H 5.078 -2.692 2.111
N 2.886 -4.255 -2.270
H 2.627 -2.330 -1.497
P 1.262 0.022 3.351
C -0.709 -0.192 5.132
C -2.812 4.708 3.885
H 0.997 1.201 6.666
C 0.432 -5.419 -3.087
C 1.514 0.547 5.967
H 1.805 -2.943 -4.970
C -1.575 2.760 -1.926
H 2.576 -4.732 3.953
Os 0.377 -0.291 0.118
H -0.783 -3.719 4.435
H 2.434 1.043 5.660
H 4.673 -4.000 0.989
O 0.167 0.034 2.296
H -0.769 -3.168 -2.409
C 2.564 -2.833 -2.458
C -1.852 3.650 1.935
C -2.223 5.896 3.497
N 2.527 1.047 3.156
C -1.156 1.599 -2.824
H -2.031 1.082 -3.208
C -3.786 3.963 -0.414
O 1.597 -2.011 0.884
C 2.819 -4.968 -3.544
H 0.674 -6.469 -2.957
H -4.479 3.895 0.419
N 0.541 -4.697 -1.815
C -1.438 5.996 2.360
O 1.931 -1.449 3.378
H 0.089 -3.263 -4.654
H -0.652 -1.111 5.722
N 0.429 -3.367 2.757
H -0.613 2.004 -3.672
H 4.005 -2.380 0.734
H 1.755 -0.388 6.476
P 1.769 -2.602 2.266
H 3.419 2.661 2.170
H 4.101 -5.126 3.171
H 4.496 1.401 3.798
C -1.653 2.430 1.101
C -1.258 4.864 1.582
H 0.232 -5.118 1.520
H 3.034 -6.024 -3.412
H -1.272 -4.429 2.158
C -2.627 3.585 3.092
H 2.008 -4.320 -0.372
H 1.655 2.755 2.232
H 0.517 -4.897 4.246
H 3.869 -0.178 4.258
H -3.085 2.642 3.384
C 2.502 2.077 2.098
H -1.865 1.520 1.647
H 2.352 1.105 -2.001
H -1.234 0.562 5.719
H 3.284 -2.391 -3.146
Se 0.022 0.123 -2.236
H -0.737 3.267 -1.453
C 0.246 -3.272 -2.030
C 3.464 -4.306 3.494
C 1.096 -3.354 -4.254
H -1.275 -0.387 4.222
C 1.922 -4.842 -1.321
```

HOMO energy (spin up / spin down) (eV): -15.6 / -14.9
Total charge: +3
Calculated total energy (Ha): -7322.770606
Orbital gap (spin up / spin down) (eV): 8.901 / 4.265
LUMO energy (spin up / spin down) (eV): -6.73 / -10.65
Relative energy (zero: lowest compared OMol25 entry of this formula, charge and spin) (kcal per mole): 28.2
Multiplicity: 5
Expectation value of S²: 6.02

Record 3
Here is 5 unconnected molecules or ions with the total composition C15H15F5O15 in a non-equilibrium geometry from the Open Molecules 2025 dataset. Energies are from wB97M-V/def2-TZVPD.

The geometry in XYZ format:
```
50
C15H15F5O15 (wB97M-V/def2-TZVPD)
C 4.205 0.354 1.840
H -1.485 -4.192 3.748
H 0.796 -0.692 -0.992
O 1.514 -1.974 0.458
C -3.176 1.466 -3.719
H 2.191 3.731 -2.321
C 0.704 -1.854 1.518
O -0.575 -1.743 1.113
H 1.172 -2.368 -1.505
O -2.342 -1.907 5.799
O -3.439 -3.049 7.404
C 0.727 -1.748 -0.734
H -3.498 2.474 -3.458
O 4.415 -0.382 0.648
C -1.734 -2.235 4.580
C -0.662 -2.111 -0.247
F 1.990 1.868 -2.968
C 2.917 1.133 1.526
O 3.877 -0.151 -1.484
O 2.883 1.144 0.116
C 0.515 2.621 -1.240
O -2.114 1.049 -2.881
F -2.153 2.827 -5.338
H -4.087 0.867 -3.677
C -2.539 1.542 -5.100
O -1.404 0.718 -4.954
H -0.813 -1.670 4.441
O 1.048 -1.796 2.656
F -0.900 -3.459 -0.301
C -2.820 -3.034 6.407
H -1.453 -1.601 -0.793
F 3.054 2.425 1.981
H -0.532 -3.934 5.136
C 3.704 0.147 -0.348
C -1.528 -3.727 4.733
H 4.034 -0.235 2.740
H -3.137 1.176 -5.929
O 0.403 3.363 -3.415
H 2.040 0.686 1.998
O -0.163 -0.054 -3.282
C 1.395 2.995 -2.432
C -1.122 0.558 -3.643
H 5.072 1.009 1.948
O -1.622 4.335 -3.299
H 0.903 3.004 -0.302
O -2.545 -4.129 5.630
C -0.748 3.711 -2.785
F -2.620 -1.982 3.552
H 0.369 1.542 -1.310
O -0.719 3.281 -1.512
```

HOMO energy (eV): -11.4
Structure (SMILES): O=C1OC[C@@H](F)O1.O=C1OC[C@@H](F)O1.O=C1OC[C@@H](F)O1.O=C1OC[C@@H](F)O1.O=C1OC[C@@H](F)O1
Calculated total energy (Ha): -2208.595998
Orbital gap (eV): 11.688
LUMO energy (eV): 0.26
Relative energy (zero: lowest compared OMol25 entry of this formula, charge and spin) (kcal per mole): 6.9

Record 4
Here is 2 unconnected molecules or ions with the total composition C3H12N3S from the Open Molecules 2025 dataset. Energies are from wB97M-V/def2-TZVPD.

The geometry in XYZ format:
```
19
C3H12N3S (wB97M-V/def2-TZVPD)
N 0.831 0.869 -3.334
H 1.298 -1.270 -2.077
H 2.029 -1.167 -5.543
H -2.120 1.528 3.676
N 1.642 -0.308 -5.147
H -2.598 -0.108 3.138
H 0.596 0.913 -2.339
H -0.992 0.512 5.706
C -1.838 0.458 3.710
C 1.336 -0.251 -3.851
H 1.490 0.509 -5.744
H 0.679 1.685 -3.932
H 1.921 -2.174 -3.469
H 0.480 0.981 3.559
S -0.301 0.216 2.767
N 1.534 -1.314 -3.072
C -1.759 -0.047 5.144
H -2.731 0.086 5.648
H -1.497 -1.118 5.161
```

HOMO energy (eV): -11.1
Total charge: +1
Calculated total energy (Ha): -683.750870
Orbital gap (eV): 7.710
LUMO energy (eV): -3.40
Relative energy (zero: lowest compared OMol25 entry of this formula, charge and spin) (kcal per mole): 9.9